Model A:
# H26O13

13 unconnected molecules or ions with the total composition H26O13 (ωB97M-V/def2-TZVPD, the Open Molecules 2025 dataset).

Bonds (Å) are listed after each position.
CARTESIAN COORDINATES (ANGSTROEM)
1 O -0.241 -2.673 -1.589  H2 0.978, H3 0.977
2 H -0.013 -3.624 -1.613  O1 0.978
3 H -0.812 -2.591 -2.377  O1 0.977
4 O 3.987 0.820 0.141  H5 0.996, H6 0.972
5 H 3.444 -0.015 0.146  O4 0.996
6 H 4.710 0.741 0.786  O4 0.972
7 O 2.233 -1.393 -0.265  H8 0.926, H9 0.939
8 H 2.173 -1.299 -1.184  O7 0.926
9 H 1.869 -2.221 -0.011  O7 0.939
10 O -1.493 2.215 -1.461  H11 0.936, H12 0.967
11 H -1.073 2.317 -2.291  O10 0.936
12 H -0.972 1.475 -1.119  O10 0.967
13 O 3.436 -1.458 2.430  H14 0.942, H15 0.920
14 H 3.131 -2.241 2.856  O13 0.942
15 H 2.794 -1.291 1.792  O13 0.920
16 O -3.554 1.729 0.897  H17 0.970, H18 0.926
17 H -3.303 1.033 0.270  O16 0.970
18 H -4.076 2.346 0.444  O16 0.926
19 O 1.719 1.225 2.135  H20 0.933, H21 0.964
20 H 2.528 1.654 2.315  O19 0.933
21 H 1.437 1.718 1.356  O19 0.964
22 O 1.519 2.042 -2.514  H23 0.957, H24 0.933
23 H 1.261 2.895 -2.863  O22 0.957
24 H 1.438 2.141 -1.590  O22 0.933
25 O 1.577 -0.884 -2.821  H26 0.947, H27 0.961
26 H 0.746 -1.222 -2.519  O25 0.947
27 H 1.534 0.041 -2.563  O25 0.961
28 O -3.201 -0.184 -0.931  H29 0.958, H30 0.944
29 H -2.997 -1.112 -0.808  O28 0.958
30 H -4.095 -0.144 -1.230  O28 0.944
31 O -0.103 0.179 -0.272  H32 0.953, H33 0.963
32 H 0.642 -0.382 -0.078  O31 0.953
33 H -0.654 0.027 0.503  O31 0.963
34 O -1.609 0.315 2.267  H35 0.974, H36 0.959
35 H -1.063 0.728 2.960  O34 0.974
36 H -2.125 0.978 1.805  O34 0.959
37 O -3.716 -1.372 1.970  H38 0.981, H39 0.975
38 H -4.152 -1.648 2.804  O37 0.981
39 H -2.918 -0.880 2.237  O37 0.975

Computed properties:
spin multiplicity = 1
frontier orbital gap = 10.568 eV
lowest unoccupied orbital energy = -0.058 eV
E_HOMO = -0.3905 Eh

Atomic partial charges in e from the Mulliken method, atoms 1 to 4: -0.57, 0.26, 0.31, -0.62

***

Model B:
# H26O13

13 unconnected molecules or ions with the total composition H26O13 (ωB97M-V/def2-TZVPD, the Open Molecules 2025 dataset).

Bonds (Å) are listed after each position.
CARTESIAN COORDINATES (ANGSTROEM)
1 H 0.549 -0.576 -0.581  O27 0.964
2 H -0.879 -1.040 -0.346  O27 0.964
3 H 2.952 -2.690 -1.383  O28 0.964
4 H 2.646 -3.282 -0.017  O28 0.964
5 H 3.824 1.029 -1.239  O29 0.964
6 H 2.329 1.205 -1.450  O29 0.964
7 H -3.413 -2.352 2.245  O30 0.964
8 H -4.171 -1.340 3.088  O30 0.964
9 H 1.491 3.214 -0.491  O31 0.964
10 H 1.868 3.497 0.954  O31 0.964
11 H -2.594 0.564 1.159  O32 0.964
12 H -3.613 -0.519 0.843  O32 0.964
13 H -1.039 4.428 -0.015  O33 0.964
14 H -0.101 3.444 -0.696  O33 0.964
15 H -5.167 -1.397 -1.518  O34 0.964
16 H -6.374 -1.906 -2.289  O34 0.964
17 H 4.491 -1.518 0.854  O35 0.964
18 H 4.277 -1.025 -0.568  O35 0.964
19 H 2.095 -0.590 2.730  O36 0.964
20 H 3.458 0.001 2.410  O36 0.964
21 H -3.717 1.944 -0.616  O37 0.964
22 H -3.284 1.204 -1.871  O37 0.964
23 H 1.410 -1.836 -1.961  O38 0.964
24 H 1.394 -3.087 -2.823  O38 0.964
25 H 1.558 1.045 2.178  O39 0.964
26 H 0.420 1.230 1.187  O39 0.964
27 O 0.034 -1.345 -0.312  H1 0.964, H2 0.964
28 O 2.262 -2.734 -0.712  H3 0.964, H4 0.964
29 O 2.991 1.091 -0.759  H5 0.964, H6 0.964
30 O -3.663 -2.157 3.155  H7 0.964, H8 0.964
31 O 1.236 3.748 0.271  H9 0.964, H10 0.964
32 O -3.375 0.128 1.517  H11 0.964, H12 0.964
33 O -0.408 4.357 -0.740  H13 0.964, H14 0.964
34 O -5.801 -1.136 -2.196  H15 0.964, H16 0.964
35 O 3.812 -1.170 0.264  H17 0.964, H18 0.964
36 O 2.733 -0.495 2.014  H19 0.964, H20 0.964
37 O -2.936 1.717 -1.134  H21 0.964, H22 0.964
38 O 1.765 -2.199 -2.780  H23 0.964, H24 0.964
39 O 0.941 0.549 1.628  H25 0.964, H26 0.964

Computed properties:
spin multiplicity = 1
frontier orbital gap = 9.340 eV
lowest unoccupied orbital energy = -0.264 eV
E_HOMO = -0.3529 Eh

Atomic partial charges in e from the Mulliken method, atoms 1 to 4: 0.22, 0.28, 0.36, 0.21

***

Model C:
# H26O13

12 unconnected molecules or ions with the total composition H26O13 (ωB97M-V/def2-TZVPD, the Open Molecules 2025 dataset).

Bonds (Å) are listed after each position.
CARTESIAN COORDINATES (ANGSTROEM)
1 H -0.602 0.231 -0.365  O27 0.964
2 H 0.727 -0.493 -0.229  O27 0.964
3 H 3.781 0.803 -2.552  O28 0.964
4 H 2.451 0.468 -1.896  O28 0.964
5 H 1.432 3.041 1.371  O29 0.964
6 H 0.263 2.341 0.697  O29 0.964
7 H -2.713 -2.717 0.063  O30 0.964
8 H -1.771 -1.727 -0.602  O30 0.964
9 H -2.221 0.675 -1.859  O31 0.964
10 H -2.784 0.959 -0.476  O31 0.964
11 H -3.624 -2.212 -2.692  O32 0.964
12 H -4.164 -0.866 -2.239  O32 0.964
13 H -0.579 -2.481 3.089  O33 0.964
14 H 0.887 -2.534 3.487  O33 0.964
15 H 2.980 -1.521 1.161  O34 0.964
16 H 1.472 -1.605 1.330  O34 0.964
17 H -3.021 -1.560 2.006  O35 0.964
18 H -2.967 -0.306 2.864  O35 0.964
19 H -1.762 4.779 0.961  O36 0.964
20 H -2.671 4.034 -0.003  O36 0.964
21 H 3.940 0.826 0.649  O37 0.964
22 H 2.986 0.460 1.774  O37 0.964
23 H 3.043 3.364 -1.297  O38 0.964
24 H 2.506 2.245 -2.175  O38 0.964
25 H 1.369 -3.921 -1.623  O39 0.964
26 H 2.563 -3.464 -0.802  O39 0.964
27 O 0.317 0.371 -0.112  H1 0.964, H2 0.964
28 O 3.374 0.190 -1.930  H3 0.964, H4 0.964
29 O 0.506 2.809 1.504  H5 0.964, H6 0.964
30 O -2.698 -1.989 -0.568  H7 0.964, H8 0.964
31 O -3.043 0.659 -1.355  H9 0.964, H10 0.964
32 O -4.075 -1.425 -3.019  H11 0.964, H12 0.964
33 O 0.143 -1.927 3.404  H13 0.964, H14 0.964
34 O 2.199 -0.973 1.293  H15 0.964, H16 0.964, O37 1.631
35 O -3.579 -0.864 2.371  H17 0.964, H18 0.964
36 O -2.575 4.878 0.454  H19 0.964, H20 0.964
37 O 3.216 0.229 0.867  H21 0.964, H22 0.964, O34 1.631
38 O 2.361 3.172 -1.951  H23 0.964, H24 0.964
39 O 2.332 -3.949 -1.602  H25 0.964, H26 0.964

Computed properties:
spin multiplicity = 1
frontier orbital gap = 9.129 eV
lowest unoccupied orbital energy = -0.957 eV
E_HOMO = -0.3706 Eh

Atomic partial charges in e from the Mulliken method, atoms 1 to 4: 0.18, 0.27, 0.30, 0.33

***

Model D:
# H26O13

13 unconnected molecules or ions with the total composition H26O13 (ωB97M-V/def2-TZVPD, the Open Molecules 2025 dataset).

Bonds (Å) are listed after each position.
CARTESIAN COORDINATES (ANGSTROEM)
1 H -0.204 -0.888 -0.030  O27 0.964
2 H 0.740 0.123 -0.659  O27 0.964
3 H 1.148 -1.796 -1.814  O28 0.964
4 H 0.591 -2.784 -0.802  O28 0.964
5 H -1.591 0.749 0.976  O29 0.964
6 H -1.623 -0.130 -0.264  O29 0.964
7 H -3.531 -2.298 -1.966  O30 0.964
8 H -4.516 -3.421 -2.247  O30 0.964
9 H 4.746 -3.073 -0.609  O31 0.964
10 H 3.319 -2.573 -0.456  O31 0.964
11 H 2.887 2.336 2.878  O32 0.964
12 H 3.590 1.012 3.126  O32 0.964
13 H -4.916 0.172 -0.377  O33 0.964
14 H -4.028 0.931 0.594  O33 0.964
15 H 1.279 4.003 0.894  O34 0.964
16 H 1.220 4.070 -0.623  O34 0.964
17 H -2.970 -1.294 1.350  O35 0.964
18 H -1.483 -1.061 1.559  O35 0.964
19 H 2.540 0.545 1.311  O36 0.964
20 H 2.313 0.230 -0.159  O36 0.964
21 H -0.218 2.554 -0.500  O37 0.964
22 H -1.415 2.558 0.436  O37 0.964
23 H 0.786 3.010 2.348  O38 0.964
24 H -0.622 2.925 1.783  O38 0.964
25 H 1.152 -4.140 -3.146  O39 0.964
26 H 0.982 -2.697 -3.591  O39 0.964
27 O -0.007 0.055 -0.054  H1 0.964, H2 0.964
28 O 0.526 -1.864 -1.080  H3 0.964, H4 0.964
29 O -2.113 0.568 0.186  H5 0.964, H6 0.964
30 O -4.342 -2.495 -2.449  H7 0.964, H8 0.964
31 O 4.199 -2.289 -0.729  H9 0.964, H10 0.964
32 O 3.323 1.610 2.418  H11 0.964, H12 0.964
33 O -4.747 0.291 0.564  H13 0.964, H14 0.964
34 O 1.767 3.749 0.103  H15 0.964, H16 0.964
35 O -2.140 -1.763 1.490  H17 0.964, H18 0.964
36 O 2.865 0.758 0.429  H19 0.964, H20 0.964
37 O -0.724 3.130 0.084  H21 0.964, H22 0.964
38 O 0.209 2.439 1.829  H23 0.964, H24 0.964
39 O 1.009 -3.251 -2.802  H25 0.964, H26 0.964

Computed properties:
spin multiplicity = 1
frontier orbital gap = 9.395 eV
lowest unoccupied orbital energy = -0.287 eV
E_HOMO = -0.3558 Eh

Atomic partial charges in e from the Mulliken method, atoms 1 to 4: 0.41, 0.11, 0.35, 0.24

***

So which one is most stable? That would be model A, about 0.2115 hartree below the next structure.